Entry from OMol25: a molecular structure, C30H62CsF2IKMgN3O12P2 in a non-equilibrium geometry (the ωB97M-V functional and the def2-TZVPD basis).

Results
HOMO: -4.347 eV
Kohn-Sham gap: 0.91 eV
Net charge: 0
E_tot: -4247.32175 Ha

Geometry (Å):
C: -5.20 4.64 -1.54
C: -5.47 3.18 -1.91
O: -4.32 2.35 -1.84
P: -3.88 1.98 -0.32
O: -4.83 2.64 0.59
C: -2.26 2.62 0.12
C: -0.86 2.16 -0.33
C: -0.62 0.85 -1.09
C: -1.28 0.89 -2.46
C: -0.81 2.07 -3.31
C: -1.72 3.31 -3.29
C: -0.92 4.64 -3.76
C: -0.67 5.50 -2.45
N: -1.80 6.44 -2.09
C: -1.09 -0.32 -0.22
O: -1.47 0.13 1.04
C: -0.89 -0.54 2.17
C: -1.29 -2.01 2.30
C: -1.97 -2.29 3.63
C: -3.32 -1.59 3.74
C: -2.04 -3.78 3.88
C: 0.60 -0.28 2.28
C: 1.23 -0.79 3.54
F: 0.78 1.12 2.20
O: 0.79 0.93 -1.37
C: 1.63 -0.21 -1.40
C: 1.19 -1.43 -2.23
C: 1.62 -2.75 -1.63
O: 2.72 -3.14 -1.65
I: 0.10 -3.97 -0.75
P: 3.21 0.53 -2.03
C: 4.52 -0.74 -2.02
C: 2.75 0.92 -3.79
C: 3.60 0.25 -4.87
O: -3.94 0.43 -0.16
C: -4.61 -0.42 -1.10
C: -6.13 -0.32 -1.02
H: -5.18 5.23 -2.45
H: -4.29 4.74 -0.95
H: -6.08 4.98 -1.01
H: -5.76 3.17 -2.96
H: -6.32 2.78 -1.38
H: -2.30 2.59 1.20
H: -2.35 3.69 -0.10
H: -0.37 2.93 -0.93
H: -0.23 2.10 0.55
H: -0.99 -0.01 -3.01
H: -2.36 0.85 -2.43
H: 0.21 2.42 -3.12
H: -0.81 1.72 -4.39
H: -2.55 3.13 -3.99
H: -2.12 3.53 -2.30
H: -1.54 5.24 -4.44
H: 0.02 4.40 -4.23
H: 0.26 6.05 -2.52
H: -0.58 4.85 -1.58
H: -1.40 7.27 -1.69
H: -2.31 6.02 -1.30
H: -1.95 -0.78 -0.71
H: -0.37 -1.13 -0.14
H: -1.32 -0.05 3.04
H: -1.92 -2.29 1.46
H: -0.37 -2.58 2.32
H: -1.31 -1.90 4.41
H: -3.99 -2.04 4.51
H: -3.80 -1.55 2.75
H: -3.16 -0.56 4.06
H: -2.23 -3.91 4.94
H: -2.88 -4.25 3.38
H: -1.10 -4.27 3.65
H: 1.09 -0.79 1.45
H: 1.10 -0.11 4.37
H: 2.29 -0.90 3.37
H: 0.88 -1.78 3.82
H: 1.91 -0.55 -0.41
H: 1.56 -1.45 -3.26
H: 0.11 -1.51 -2.29
H: 4.52 -1.31 -1.10
H: 4.37 -1.47 -2.81
H: 5.47 -0.26 -2.21
H: 1.70 0.64 -3.92
H: 2.78 2.01 -3.85
H: 3.74 -0.81 -4.69
H: 3.09 0.33 -5.83
H: 4.53 0.78 -5.00
H: -4.33 -1.43 -0.80
H: -4.24 -0.31 -2.11
H: -6.56 -1.28 -0.80
H: -6.44 0.44 -0.31
H: -6.51 -0.03 -2.00
C: 1.75 -3.89 5.01
O: 2.51 -3.62 4.06
O: 2.28 -4.98 5.86
O: 0.67 -3.43 5.35
H: 3.10 -5.08 5.35
Mg: 3.34 -7.17 5.87
C: 6.09 -0.18 1.49
O: 6.83 0.25 0.62
N: 4.72 -0.15 1.35
N: 6.53 -0.72 2.65
H: 4.09 -0.51 2.04
H: 4.36 0.23 0.50
H: 7.52 -0.79 2.77
H: 5.92 -1.09 3.36
O: 5.29 -6.23 1.24
C: 4.83 -5.19 1.65
C: 6.36 -4.56 2.86
O: 5.95 -3.51 3.30
H: 4.05 -5.15 2.44
H: 4.78 -4.28 1.02
H: 7.20 -4.57 2.14
H: 6.48 -5.44 3.52
Cs: -0.15 1.82 -6.00
K: -3.37 5.64 -3.51
F: -4.12 -2.98 5.94



Entry from OMol25: a molecular structure, C26H48BN4NbO3S2 in a non-equilibrium geometry (the ωB97M-V functional and the def2-TZVPD basis).

Results
HOMO: -6.035 eV
Kohn-Sham gap: 5.52 eV
Net charge: 0
E_tot: -2342.16641 Ha

Geometry (Å):
C: 3.19 -0.63 3.26
B: 3.99 -0.41 1.90
O: 5.38 -0.49 1.95
Nb: 2.82 0.04 -0.11
O: 2.24 -1.87 -0.42
C: 1.52 0.89 -1.80
C: 0.07 1.09 -1.31
C: -0.77 -0.17 -1.48
N: -1.81 -0.25 -0.46
C: -2.13 -1.56 0.04
C: -2.96 -2.47 -0.86
C: -3.40 -2.08 -2.12
C: -4.12 -2.94 -2.94
C: -4.45 -4.20 -2.48
C: -4.04 -4.60 -1.21
C: -3.30 -3.74 -0.41
O: -2.93 -4.20 0.83
C: 4.73 -0.10 -1.31
C: 4.96 -1.43 -2.03
C: 5.20 -2.59 -1.07
S: 6.64 -3.60 -1.52
C: 5.93 -5.09 -2.09
S: 6.47 -5.82 -3.43
N: 4.88 -5.61 -1.31
C: 4.90 -6.04 -0.01
C: 3.64 -6.46 0.27
N: 2.83 -6.27 -0.82
C: 3.59 -5.77 -1.75
H: 2.25 -1.13 3.10
H: 3.79 -1.17 4.01
H: 3.00 0.37 3.64
H: 5.68 -1.32 2.35
H: 1.36 0.21 1.05
H: 3.17 1.80 0.28
H: 2.38 -2.44 0.34
H: 1.55 0.27 -2.70
H: 1.87 1.88 -2.10
H: -0.39 1.88 -1.94
H: 0.03 1.46 -0.29
H: -1.17 -0.13 -2.50
H: -0.16 -1.07 -1.46
H: -2.64 0.25 -0.76
H: -1.18 -2.08 0.20
H: -2.59 -1.50 1.03
H: -3.17 -1.09 -2.49
H: -4.41 -2.59 -3.92
H: -5.03 -4.85 -3.12
H: -4.29 -5.58 -0.85
H: -2.93 -3.45 1.44
H: 5.59 0.13 -0.67
H: 4.69 0.71 -2.06
H: 5.85 -1.33 -2.65
H: 4.14 -1.66 -2.71
H: 4.35 -3.26 -1.12
H: 5.25 -2.27 -0.03
H: 5.76 -6.02 0.62
H: 3.30 -6.87 1.20
H: 3.23 -5.51 -2.72
C: -4.62 6.78 1.92
C: -3.95 6.31 0.63
C: -3.86 4.79 0.48
N: -2.54 4.18 0.86
C: -1.52 4.45 -0.21
C: -2.03 4.60 2.21
C: -2.86 3.80 3.18
C: -2.98 2.43 2.51
C: -2.72 2.68 1.02
H: -4.00 6.60 2.80
H: -4.82 7.84 1.88
H: -5.57 6.26 2.07
H: -2.97 6.78 0.51
H: -4.56 6.68 -0.20
H: -4.02 4.50 -0.56
H: -4.63 4.30 1.08
H: -1.37 5.52 -0.29
H: -1.88 4.04 -1.15
H: -0.59 3.96 0.07
H: -0.98 4.31 2.26
H: -2.10 5.68 2.31
H: -3.85 4.25 3.32
H: -2.40 3.74 4.17
H: -3.96 1.98 2.68
H: -2.24 1.73 2.89
H: -3.53 2.36 0.37
H: -1.79 2.20 0.69



Entry from OMol25: a molecular structure, C31H29B3BrN2O15PS2 in a non-equilibrium geometry (the ωB97M-V functional and the def2-TZVPD basis).

Results
HOMO: -9.211 eV
Kohn-Sham gap: 7.35 eV
Net charge: 0
E_tot: -6223.15876 Ha

Geometry (Å):
C: -2.74 0.53 -2.88
S: -1.79 -1.05 -2.87
O: -2.59 -2.00 -2.08
O: -1.75 -1.52 -4.26
B: -0.07 -0.79 -2.12
O: 0.79 -1.83 -1.79
B: 1.40 -1.36 -0.57
C: 0.91 -1.98 0.80
C: 2.06 -2.38 1.81
C: 2.39 -1.29 2.90
C: 1.13 -0.64 3.59
S: -0.24 -1.82 3.94
C: -1.64 -1.01 3.13
N: -1.94 0.27 3.29
N: -3.02 0.54 2.49
C: -3.33 -0.61 1.89
O: -2.50 -1.64 2.24
O: 2.36 -0.32 -0.74
B: 1.67 0.67 -1.46
P: 2.52 2.36 -1.95
O: 1.93 3.46 -0.80
Br: 4.70 2.00 -1.58
O: 0.31 0.55 -1.85
H: -3.38 0.63 -1.97
H: -3.42 0.58 -3.76
H: -2.04 1.41 -2.86
H: 0.36 -2.92 0.54
H: 0.14 -1.28 1.22
H: 1.87 -3.37 2.29
H: 3.00 -2.52 1.21
H: 2.98 -1.81 3.71
H: 3.03 -0.51 2.43
H: 0.79 0.19 2.92
H: 1.48 -0.17 4.55
H: -4.15 -0.71 1.15
H: 1.04 3.77 -1.04
C: 0.11 -1.22 -9.91
C: -0.73 -2.24 -10.01
C: -1.29 -2.90 -8.80
O: -2.06 -3.83 -8.89
C: -0.88 -2.36 -7.48
C: -0.04 -1.34 -7.38
C: 0.52 -0.69 -8.59
O: 1.29 0.25 -8.50
H: 0.53 -0.73 -10.78
H: -1.05 -2.64 -10.96
H: -1.30 -2.85 -6.61
H: 0.28 -0.94 -6.43
C: -7.11 4.70 1.01
C: -7.62 4.46 2.22
C: -7.05 3.42 3.10
O: -7.52 3.20 4.20
C: -5.88 2.67 2.60
C: -5.37 2.91 1.39
C: -5.94 3.95 0.51
O: -5.47 4.17 -0.59
H: -7.52 5.46 0.35
H: -8.48 5.01 2.60
H: -5.47 1.91 3.26
H: -4.51 2.37 1.01
C: 5.77 -6.91 1.65
C: 5.24 -5.70 1.46
C: 4.80 -4.86 2.61
O: 4.32 -3.76 2.44
C: 4.99 -5.42 3.97
C: 5.52 -6.62 4.16
C: 5.95 -7.46 3.01
O: 6.44 -8.56 3.19
H: 6.09 -7.53 0.83
H: 5.10 -5.28 0.48
H: 4.67 -4.79 4.79
H: 5.66 -7.05 5.15
C: 1.72 4.96 1.93
C: 1.19 6.17 1.79
C: 0.73 6.95 2.96
O: 0.24 8.06 2.83
C: 0.90 6.34 4.30
C: 1.44 5.13 4.44
C: 1.89 4.34 3.27
O: 2.38 3.24 3.40
H: 2.06 4.37 1.09
H: 1.06 6.64 0.82
H: 0.57 6.92 5.15
H: 1.56 4.66 5.41